{"formula": "C49H42N5O5P2RbS2", "method": "ωB97M-V/def2-TZVPD", "species": ["Rb", "N", "C", "S", "N", "N", "C", "C", "C", "C", "C", "C", "N", "H", "H", "H", "H", "H", "H", "H", "O", "C", "C", "C", "C", "C", "C", "P", "C", "C", "C", "C", "C", "C", "C", "C", "C", "C", "C", "C", "C", "C", "C", "C", "C", "C", "P", "C", "C", "C", "C", "C", "C", "C", "C", "C", "C", "C", "C", "H", "H", "H", "H", "H", "H", "H", "H", "H", "H", "H", "H", "H", "H", "H", "H", "H", "H", "H", "H", "H", "H", "H", "H", "H", "H", "H", "H", "O", "S", "O", "O", "O", "C", "C", "C", "C", "N", "C", "C", "H", "H", "H", "H", "H", "H", "H"], "xyz": [[-0.85, -1.50, 2.10], [-5.99, -0.62, 5.11], [-4.66, -0.83, 4.96], [-3.86, -2.31, 4.89], [-3.94, 0.38, 4.82], [-2.68, 0.17, 4.96], [-1.82, 1.14, 4.92], [-0.37, 0.97, 5.04], [0.42, 2.03, 5.56], [1.79, 1.86, 5.67], [2.31, 0.68, 5.20], [1.51, -0.35, 4.83], [0.18, -0.26, 4.77], [-6.69, -1.38, 5.11], [-6.35, 0.36, 4.92], [-2.17, 2.20, 4.81], [-0.05, 2.99, 5.78], [2.31, 2.64, 6.21], [3.41, 0.71, 5.11], [1.98, -1.27, 4.52], [1.49, 1.25, -1.49], [2.11, 0.44, -2.40], [2.32, 1.00, -3.70], [2.61, 0.17, -4.78], [2.96, -1.16, -4.61], [2.72, -1.75, -3.31], [2.29, -0.96, -2.18], [2.36, -1.62, -0.41], [2.51, -3.38, -0.57], [1.35, -4.08, -0.76], [1.38, -5.50, -0.70], [2.57, -6.18, -0.44], [3.65, -5.40, -0.03], [3.66, -4.03, -0.15], [3.85, -0.89, 0.24], [5.02, -0.95, -0.54], [6.24, -0.38, -0.06], [6.23, 0.37, 1.08], [5.05, 0.54, 1.83], [3.89, -0.13, 1.40], [1.70, 2.58, -1.30], [2.97, 3.12, -1.08], [3.15, 4.41, -0.64], [1.97, 5.19, -0.62], [0.68, 4.62, -0.67], [0.50, 3.30, -1.06], [-1.13, 2.39, -1.13], [-2.21, 3.41, -0.14], [-2.58, 2.92, 1.15], [-3.59, 3.56, 1.88], [-4.14, 4.76, 1.45], [-3.72, 5.27, 0.18], [-2.80, 4.61, -0.59], [-1.56, 2.58, -2.90], [-0.65, 2.86, -3.98], [-1.05, 2.65, -5.29], [-2.37, 2.28, -5.59], [-3.24, 2.03, -4.58], [-2.83, 2.22, -3.24], [2.20, 2.04, -4.01], [2.71, 0.61, -5.80], [3.30, -1.82, -5.48], [2.89, -2.81, -3.24], [0.39, -3.60, -0.98], [0.50, -6.09, -0.93], [2.56, -7.26, -0.47], [4.55, -5.80, 0.47], [4.58, -3.50, -0.01], [4.95, -1.53, -1.41], [7.15, -0.42, -0.65], [7.19, 0.77, 1.41], [5.00, 1.13, 2.73], [2.97, -0.03, 1.95], [3.78, 2.35, -1.21], [4.07, 4.82, -0.33], [1.99, 6.24, -0.51], [-0.16, 5.28, -0.52], [-2.00, 2.06, 1.56], [-3.97, 3.04, 2.75], [-4.83, 5.33, 2.07], [-4.10, 6.25, -0.05], [-2.52, 5.07, -1.52], [0.32, 3.33, -3.75], [-0.37, 2.83, -6.14], [-2.60, 2.05, -6.67], [-4.20, 1.58, -4.81], [-3.53, 2.07, -2.44], [1.17, -5.83, 2.13], [0.79, -4.53, 2.67], [-0.65, -4.22, 2.62], [1.75, -3.46, 2.73], [1.22, -1.25, 0.48], [-4.11, -3.67, -3.56], [-4.07, -3.40, -2.05], [-3.12, -4.03, -1.21], [-3.01, -3.65, 0.11], [-3.59, -2.53, 0.57], [-4.45, -1.90, -0.21], [-4.78, -2.30, -1.53], [-3.31, -3.15, -4.02], [-5.14, -3.41, -3.95], [-4.09, -4.73, -3.75], [-2.49, -4.84, -1.62], [-2.32, -4.18, 0.78], [-4.92, -0.96, 0.20], [-5.55, -1.72, -1.99]], "molar_mass_da": 992.45, "relative_energy_kj_mol": 358.8, "fmax_ev_per_a": 5.71, "total_charge": -2}

{"formula": "C24H25MoN7OS", "method": "ωB97M-V/def2-TZVPD", "species": ["Mo", "C", "C", "N", "C", "S", "N", "N", "C", "C", "C", "C", "C", "C", "C", "N", "H", "H", "H", "H", "H", "H", "H", "H", "H", "H", "H", "H", "H", "C", "C", "N", "N", "C", "O", "C", "C", "C", "C", "C", "C", "C", "C", "C", "C", "C", "N", "H", "H", "H", "H", "H", "H", "H", "H", "H", "H", "H", "H"], "xyz": [[-0.06, -0.05, 0.12], [3.21, 3.90, -2.91], [2.43, 4.52, -1.75], [1.15, 3.85, -1.52], [1.03, 2.73, -0.83], [-0.64, 2.08, -0.65], [2.05, 2.14, -0.28], [1.75, 1.00, 0.40], [2.64, 0.53, 1.21], [3.95, 1.20, 1.46], [2.23, -0.67, 1.92], [3.02, -1.33, 2.85], [2.50, -2.40, 3.55], [1.18, -2.77, 3.32], [0.45, -2.10, 2.36], [0.96, -1.08, 1.64], [4.17, 4.41, -3.01], [2.67, 4.01, -3.85], [3.40, 2.85, -2.71], [2.22, 5.57, -1.95], [3.01, 4.46, -0.83], [0.32, 4.25, -1.91], [3.91, 2.23, 1.12], [4.74, 0.69, 0.89], [4.22, 1.16, 2.51], [4.03, -0.99, 3.02], [3.10, -2.92, 4.29], [0.72, -3.59, 3.86], [-0.57, -2.39, 2.15], [-0.66, -4.21, -0.98], [-0.24, -2.79, -0.92], [-0.92, -1.87, -0.29], [-2.09, -2.19, 0.30], [-2.54, -1.13, 0.96], [-1.75, -0.08, 0.99], [-3.81, -1.13, 1.64], [-4.63, -2.26, 1.65], [-5.83, -2.23, 2.33], [-6.23, -1.07, 3.00], [-5.42, 0.06, 2.98], [-4.22, 0.04, 2.31], [0.86, -2.22, -1.68], [1.60, -2.92, -2.62], [2.43, -2.22, -3.48], [2.48, -0.84, -3.40], [1.76, -0.21, -2.40], [1.00, -0.87, -1.52], [-1.17, -4.47, -0.05], [-1.38, -4.35, -1.79], [0.18, -4.87, -1.15], [-4.32, -3.15, 1.12], [-6.47, -3.10, 2.34], [-7.17, -1.06, 3.53], [-5.74, 0.96, 3.49], [-3.59, 0.91, 2.28], [1.51, -3.99, -2.69], [3.01, -2.75, -4.23], [3.08, -0.26, -4.09], [1.81, 0.87, -2.29]], "molar_mass_da": 555.52, "fmax_ev_per_a": 1.63, "total_charge": 2, "multiplicity": 3, "e_tot_ev": -50450.670}

{"formula": "C3H10NO2S", "method": "ωB97M-V/def2-TZVPD", "species": ["C", "C", "S", "N", "C", "O", "H", "H", "H", "H", "H", "H", "H", "H", "H", "H", "O"], "xyz": [[0.73, 1.00, 0.20], [1.60, 0.07, 1.02], [2.92, -0.59, -0.02], [-0.61, 1.17, 0.82], [-1.59, -0.05, 0.57], [-1.16, -0.99, -0.32], [0.39, 0.52, -0.72], [1.21, 1.97, 0.00], [1.93, 0.35, 2.00], [0.93, -0.79, 1.21], [2.20, -1.47, -0.75], [-0.51, 1.31, 1.82], [-2.50, 0.36, 0.09], [-1.71, -0.61, 1.55], [-1.93, -0.92, -2.84], [-0.91, -0.58, -1.80], [-0.99, -0.76, -2.83]], "molar_mass_da": 124.19, "relative_energy_kj_mol": 92.4, "fmax_ev_per_a": 2.65, "total_charge": -1}